53
Properties=species:S:1:pos:R:3:lowdin_charge:R:1 method="wB97M-V/def2-TZVPD" relative_energy_ev=0.0000 total_charge=-1 energy_ev=-65525.5739 e_homo_ev=-4.368 fmax_ev_per_a=2.6
I 5.404 0.803 -1.464 0.676
I 5.270 -1.240 2.363 0.696
S 8.486 -4.328 -0.707 0.529
P 5.356 -2.451 -2.195 0.443
O -0.623 -0.080 2.314 0.049
O -1.902 1.475 1.285 0.106
O -6.406 3.513 -0.708 0.123
O -6.115 2.867 1.439 0.041
O -8.105 3.367 0.775 0.001
O -0.279 0.314 0.228 0.017
N 5.747 -3.883 -0.914 -0.073
N 4.652 -3.409 -4.773 -0.084
C 3.287 -2.485 0.423 -0.208
C 4.273 -1.305 0.390 -0.809
C 5.419 -3.765 -3.578 -0.460
C -2.685 -0.567 3.518 -0.063
C -6.826 3.270 0.393 -0.615
C -1.018 0.653 1.277 -0.600
C -1.343 0.135 3.533 -0.208
C -8.976 3.871 -0.236 -0.049
C 6.905 -4.091 -0.791 -0.972
C -4.697 2.734 1.216 -0.212
C -0.645 0.963 -0.993 -0.029
C 5.383 -1.248 -0.686 -0.900
C -4.009 4.081 1.234 -0.060
H 5.056 -2.586 -5.205 0.037
H -9.990 3.774 0.141 0.090
H 5.120 -1.400 -3.159 -0.085
H 3.479 -3.294 -0.266 0.023
H 3.713 -0.386 0.386 -0.010
H -0.671 2.044 -0.872 0.095
H -8.764 4.924 -0.422 0.097
H 2.289 -2.107 0.199 0.066
H 6.351 -1.336 -0.217 -0.031
H -4.342 4.704 0.403 0.074
H 3.923 -2.694 -2.107 -0.002
H -2.558 -1.625 3.287 0.083
H -4.321 2.120 2.029 0.105
H -1.450 1.203 3.725 0.123
H 6.784 -2.191 -2.374 -0.008
H -2.930 3.953 1.160 0.071
H -1.611 0.595 -1.336 0.098
H 3.725 -3.113 -4.483 0.033
H 3.214 -2.897 1.421 0.019
H -4.243 4.617 2.155 0.081
H 4.976 -4.689 -3.196 0.059
H 0.112 0.709 -1.729 0.097
H -3.177 -0.472 4.487 0.080
H -8.882 3.300 -1.157 0.094
H -0.718 -0.277 4.323 0.124
H 6.443 -4.030 -3.843 0.066
H -3.341 -0.145 2.757 0.063
H -4.506 2.198 0.288 0.123